(1)
{"formula": "C43H39N2O6P2STc", "method": "ωB97M-V with the def2-TZVPD basis set", "elements": ["Tc", "S", "P", "P", "O", "O", "O", "O", "O", "O", "N", "N", "C", "C", "C", "C", "C", "C", "C", "C", "C", "C", "C", "C", "C", "C", "C", "C", "C", "C", "C", "C", "C", "C", "C", "C", "C", "C", "C", "C", "C", "C", "C", "C", "C", "C", "C", "C", "C", "C", "C", "C", "C", "C", "C", "H", "H", "H", "H", "H", "H", "H", "H", "H", "H", "H", "H", "H", "H", "H", "H", "H", "H", "H", "H", "H", "H", "H", "H", "H", "H", "H", "H", "H", "H", "H", "H", "H", "H", "H", "H", "H", "H", "H"], "coordinates": [[-16.895453, -9.604929, 8.575741], [-18.311487, -4.472553, 4.357120], [-18.748788, -7.815269, 9.485591], [-15.535785, -10.624509, 7.049300], [-17.085594, -8.655971, 12.664683], [-15.260721, -8.480440, 9.032522], [-15.195516, -13.075765, 13.574377], [-16.056000, -14.990201, 12.537285], [-18.478478, -8.683764, 10.915881], [-14.485049, -11.639916, 7.892263], [-17.376421, -11.053915, 9.932166], [-18.185119, -8.190220, 8.031483], [-13.791505, -8.044161, 10.782990], [-17.074578, -5.624309, 9.481469], [-17.993205, -13.944467, 4.900218], [-18.418658, -7.756145, 6.632531], [-13.235878, -10.371849, 5.391405], [-23.321916, -7.823168, 9.741598], [-18.364345, -12.577417, 4.800848], [-22.622119, -8.952529, 10.091488], [-16.762261, -14.230481, 5.527360], [-19.085710, -5.393899, 10.762850], [-16.773726, -4.301915, 9.714685], [-17.557250, -12.332822, 9.692811], [-17.396304, -9.189523, 11.623502], [-13.107931, -7.585688, 5.592654], [-16.369563, -11.890218, 6.062654], [-12.426771, -11.702915, 11.301397], [-17.483694, -3.534702, 10.632928], [-14.301528, -9.676372, 6.048666], [-16.663664, -12.836420, 11.919737], [-18.332793, -6.161262, 9.883370], [-18.708617, -4.041107, 11.010887], [-15.954377, -13.229390, 6.061861], [-13.889372, -12.803495, 9.832442], [-14.358941, -8.991040, 9.873565], [-16.667409, -11.515109, 12.205101], [-19.896379, -3.671838, 3.905040], [-17.283354, -13.201255, 10.739013], [-14.227459, -8.267611, 6.033577], [-18.918877, -6.109221, 4.868987], [-12.157614, -9.685021, 4.831847], [-13.077376, -12.868292, 10.913098], [-15.937152, -13.777026, 12.789961], [-17.015267, -10.618569, 11.235603], [-12.757123, -10.514213, 10.786507], [-14.197235, -11.586230, 9.227930], [-21.199280, -6.721560, 9.233743], [-18.795545, -6.246570, 6.405714], [-13.782693, -10.332092, 9.843138], [-22.574254, -6.721354, 9.281156], [-12.088818, -8.254206, 4.963563], [-20.481710, -7.827883, 9.654979], [-17.579838, -11.593730, 5.403177], [-21.197489, -8.943058, 10.109913], [-20.650868, -5.789066, 9.016585], [-13.809463, -8.566618, 11.782516], [-20.616339, -4.483993, 3.788377], [-18.641496, -14.752862, 4.525079], [-16.524006, -11.155629, 13.199691], [-20.653233, -9.767710, 10.513045], [-12.743153, -7.728977, 10.553223], [-20.224128, -2.958094, 4.703867], [-19.921350, -6.313831, 4.404565], [-17.914761, -12.692376, 8.722809], [-11.465646, -10.276242, 4.209049], [-13.307849, -11.455997, 5.390331], [-18.160667, -6.791931, 4.466047], [-17.292318, -2.467855, 10.695562], [-15.090815, -7.706173, 6.407667], [-19.243738, -8.360821, 6.127090], [-12.768727, -13.808115, 11.369558], [-14.355997, -13.733031, 9.365786], [-12.929649, -6.575001, 5.947343], [-15.889402, -3.862225, 9.143558], [-18.127952, -5.477932, 6.769690], [-19.248240, -12.258339, 4.233933], [-19.777738, -5.990960, 6.848536], [-11.621489, -11.751098, 12.078708], [-17.442254, -8.023187, 6.181106], [-16.379041, -15.250258, 5.575764], [-16.381694, -6.242370, 8.902901], [-14.992246, -13.519025, 6.529254], [-23.056741, -5.812785, 8.969405], [-17.984486, -10.579684, 5.406777], [-24.375907, -7.749368, 9.968164], [-19.791571, -3.091198, 3.007501], [-11.206778, -7.668812, 4.636993], [-19.919580, -5.817299, 11.356016], [-23.114495, -9.870883, 10.330347], [-17.471248, -14.295663, 10.646824], [-14.494023, -7.146633, 10.848140], [-12.160534, -9.668180, 11.061313], [-19.442975, -3.484156, 11.597227]], "atomic_forces_ev_per_a": [[1.589, 0.598, -0.316], [-0.628, 0.255, -0.542], [-0.467, 0.660, 0.742], [1.426, -1.113, -0.510], [-0.006, -0.766, -1.991], [1.523, -1.396, 2.241], [-0.716, -1.836, -0.878], [0.276, 0.873, 0.481], [0.341, 0.448, -1.885], [-1.210, 0.174, -0.145], [-0.202, 0.934, 1.231], [-1.315, 0.431, 1.219], [-0.487, 2.108, 2.611], [-1.012, -0.541, -0.917], [0.453, 0.878, 0.322], [-0.548, 0.308, 0.230], [-0.676, 0.546, 0.715], [0.924, 0.801, -0.003], [0.243, -0.761, -0.060], [1.873, -0.235, 0.054], [-0.373, -0.097, -0.475], [0.138, 1.001, 0.694], [2.462, 0.456, -0.390], [0.087, -0.964, 1.390], [0.128, -0.382, 1.896], [0.331, 0.074, 0.592], [-0.522, -0.506, -0.541], [1.780, -1.136, 1.879], [-1.347, 0.490, -2.097], [0.971, 0.313, -0.697], [-1.204, -0.697, -1.829], [2.345, 0.860, 1.175], [-0.980, -1.442, 1.328], [0.503, -0.034, 0.415], [-2.133, -1.293, -1.915], [-0.720, -0.242, -4.745], [-0.281, 2.638, 0.293], [-0.018, 0.373, 1.394], [-0.024, -2.719, -0.383], [-1.427, -0.941, 0.846], [0.571, 0.301, 0.017], [-0.624, 0.606, -0.523], [1.052, -0.288, 0.843], [1.585, -0.232, 1.579], [-1.371, 0.274, -1.888], [0.007, 0.779, -0.039], [1.084, 1.412, -0.430], [0.149, 0.834, -0.213], [-1.227, -1.134, -0.536], [-1.023, -0.618, -0.004], [-0.677, 0.055, 0.157], [0.954, -1.466, -0.277], [-1.564, -1.244, 0.176], [-0.067, 0.126, 0.263], [-1.074, 0.625, -0.612], [-0.648, -0.658, -0.347], [0.219, 0.999, -0.718], [-0.085, 0.405, -0.159], [0.483, 0.577, 0.102], [0.550, 0.073, 0.472], [0.109, -0.633, 0.023], [-0.916, -0.267, 0.091], [0.172, -0.785, -0.578], [1.012, 0.043, 0.659], [0.216, 0.407, 0.261], [-0.063, 0.615, 0.630], [0.340, 0.070, -0.264], [-0.415, -0.050, -0.350], [0.231, -0.201, 0.464], [0.466, -0.072, 0.263], [1.031, 0.516, 0.770], [-0.493, 0.142, -0.081], [0.890, 1.322, 0.612], [-0.440, 0.208, -0.678], [-1.094, -0.629, 1.205], [0.609, -0.339, 0.193], [0.278, -0.319, 0.443], [0.392, -0.434, 0.038], [-0.858, -0.020, -0.892], [-0.633, 0.453, -0.437], [-0.308, 0.190, -0.010], [-0.401, 0.275, -0.085], [-0.788, 0.258, -0.334], [-0.371, 0.184, 0.095], [0.287, -0.069, -0.104], [-0.139, -0.030, -0.567], [0.107, -0.020, -0.518], [-0.583, -0.707, 0.109], [0.322, 0.414, -0.889], [-0.319, -0.252, 0.493], [0.308, 0.871, -0.159], [1.199, -1.057, -0.132], [-0.102, 0.264, 0.433], [0.561, 0.110, 0.000]], "lowdin_charge": [1.19, 0.80, 0.83, 0.94, 0.17, -0.23, -0.04, 0.01, -0.14, -0.23, -0.11, -0.37, -0.02, -0.08, -0.04, -0.24, -0.07, -0.05, -0.07, -0.05, -0.07, -0.06, -0.08, -0.11, -0.41, -0.10, -0.34, -0.04, -0.06, -0.28, -0.13, -0.29, -0.05, -0.09, 0.00, -0.31, 0.06, -0.39, 0.04, -0.10, -0.51, -0.05, -0.01, -0.65, -0.14, -0.05, -0.23, -0.11, -0.25, -0.07, -0.05, -0.05, -0.30, -0.11, -0.03, 0.11, 0.13, 0.02, 0.12, 0.14, 0.10, 0.13, 0.05, 0.10, 0.13, 0.12, 0.10, 0.06, 0.12, 0.09, 0.13, 0.14, 0.17, 0.11, 0.14, 0.07, 0.11, 0.10, 0.15, 0.08, 0.11, 0.09, 0.12, 0.11, 0.09, 0.11, 0.02, 0.12, 0.14, 0.10, 0.15, 0.12, 0.11, 0.12], "multiplicity": 4, "lumo_energy_ev": [-4.272, -4.408], "homo_lumo_gap_ev": [5.92, 5.91], "charge": 1}

---

(2)
{"formula": "C27H57BeF3N4O7S2", "method": "ωB97M-V with the def2-TZVPD basis set", "elements": ["S", "S", "F", "F", "F", "O", "O", "O", "O", "O", "O", "O", "N", "N", "N", "N", "C", "C", "C", "C", "C", "C", "C", "C", "C", "C", "C", "C", "C", "C", "C", "C", "C", "C", "C", "C", "C", "C", "C", "C", "C", "C", "C", "Be", "H", "H", "H", "H", "H", "H", "H", "H", "H", "H", "H", "H", "H", "H", "H", "H", "H", "H", "H", "H", "H", "H", "H", "H", "H", "H", "H", "H", "H", "H", "H", "H", "H", "H", "H", "H", "H", "H", "H", "H", "H", "H", "H", "H", "H", "H", "H", "H", "H", "H", "H", "H", "H", "H", "H", "H", "H"], "coordinates": [[0.175760, -16.500274, 0.414249], [0.993306, -18.798848, 0.289426], [1.734292, -19.682264, -0.852797], [-3.249447, -14.527196, -0.547728], [1.290058, -15.345685, 0.513836], [-0.852316, -15.802368, -0.316431], [-4.939319, -14.510559, 1.655769], [-0.315058, -19.394721, 0.332513], [0.062981, -16.686504, 1.822397], [-3.281156, -12.710835, -3.464256], [1.815852, -18.993782, 1.439040], [-2.739726, -16.070313, -4.420897], [-1.943410, -12.176116, -3.481774], [1.161684, -17.492114, -0.485617], [-3.165871, -16.883269, -3.354844], [-5.282580, -13.470847, 2.530067], [-5.943784, -11.882406, 0.657701], [-2.339345, -18.142313, -3.272887], [-2.164089, -11.438737, -1.214019], [-5.610711, -10.738442, 3.528624], [-0.964810, -17.607071, -2.903715], [-7.574544, -13.522737, 1.656293], [0.299073, -10.404458, -4.053835], [-4.612219, -16.958789, -3.204352], [-5.364628, -17.538563, -4.446717], [-4.085764, -12.824391, 3.118954], [-4.285647, -19.222716, -1.914868], [0.069905, -11.688649, -4.817296], [-3.047257, -12.417043, 2.067516], [-6.775570, -11.570377, 2.981605], [-2.226276, -11.428246, -5.846554], [-5.127766, -15.562692, -2.885368], [-0.341151, -10.481591, -2.657363], [-6.353191, -12.651870, 1.972161], [-1.400486, -13.651444, -5.339719], [-4.963551, -17.892884, -2.037498], [-3.465864, -13.780889, 4.153498], [-1.839469, -10.987197, -2.631024], [-2.771980, -18.978429, -2.039222], [-2.249067, -19.003994, -4.533060], [-4.483414, -11.649876, 4.048393], [-1.357255, -12.195936, -4.834787], [-2.563340, -9.702422, -3.039238], [-1.817726, -14.734793, -2.344337], [-5.306498, -9.954873, 2.824715], [-2.472712, -9.351742, -4.069896], [-6.215282, -15.576297, -3.003727], [-2.501741, -18.475585, -1.108722], [-4.135161, -13.926730, 4.995764], [-2.404629, -18.299468, -5.348522], [-2.423629, -14.010599, -5.404692], [-2.332866, -19.976722, -2.015831], [-0.923412, -14.331826, -4.616248], [-7.367461, -14.340454, 0.971974], [-3.659643, -9.768972, -3.011467], [-4.882290, -14.807048, -3.633670], [-4.687767, -19.829226, -2.737633], [-4.525727, -19.742336, -0.989835], [-8.376394, -12.856836, 1.336644], [-3.451544, -11.692916, 1.354836], [-4.528491, -14.056685, 0.901248], [-6.800768, -11.520545, 0.083182], [0.372683, -11.464260, -5.845166], [-4.851251, -11.985227, 5.016754], [-3.202971, -11.769254, -1.163266], [-0.458730, -17.094430, -3.729207], [-7.883176, -13.925864, 2.624428], [1.386174, -10.354600, -3.982799], [-4.736282, -17.435680, -1.063119], [-7.463095, -10.864826, 2.517561], [-4.812841, -15.364032, -1.861836], [-0.351432, -18.468831, -2.622184], [-1.959335, -10.589261, -0.563213], [-0.266883, -9.654471, -1.956492], [-2.116394, -10.344585, -5.927604], [-5.365231, -10.990984, 0.887153], [-2.799041, -19.941676, -4.475510], [-2.270069, -8.836412, -2.450803], [-6.038287, -18.038833, -1.895450], [-2.459889, -13.460823, 4.431151], [-0.844040, -17.002460, -2.006621], [-3.299970, -11.481192, -5.637585], [-6.407990, -17.756795, -4.234658], [-5.169569, -16.768118, -5.197299], [-3.654889, -10.959764, 4.216705], [-3.261028, -14.749298, 3.687364], [0.799144, -12.460847, -4.557610], [-7.079399, -12.095205, 3.892784], [-0.062580, -9.541668, -4.615132], [-3.006187, -16.482677, -5.258327], [-1.643862, -12.335695, -0.869971], [-4.987550, -18.497339, -4.809357], [-5.977078, -10.098303, 4.337426], [-2.188064, -11.785155, -6.876301], [-2.562875, -13.158576, 1.429837], [-0.880208, -13.674412, -6.295200], [0.170433, -11.312358, -2.152095], [-5.485967, -12.630620, 0.005952], [-3.822023, -11.955248, -3.739945], [-2.203331, -11.853746, 2.479279], [-1.233388, -19.401488, -4.591715]], "atomic_forces_ev_per_a": [[4.069, 3.367, 0.631], [1.437, -6.138, 0.494], [-0.172, 0.201, 0.326], [1.845, 0.164, -2.815], [-0.016, 0.521, -0.861], [-0.728, -0.266, -0.999], [0.092, 0.470, 0.024], [-0.163, 0.835, -0.187], [-1.498, -1.426, -0.652], [0.718, 0.741, -0.297], [-0.089, 0.498, -0.232], [-0.219, 0.061, -0.456], [0.278, -1.484, 0.571], [-2.849, 3.225, 0.807], [0.654, -0.390, 1.358], [-0.492, 0.339, 1.163], [-0.557, -0.737, 0.226], [0.375, 0.341, 1.887], [-0.775, 0.302, -0.219], [-0.041, 0.347, -0.496], [1.339, -0.723, -0.581], [0.248, 0.326, 1.140], [-0.215, 0.282, 0.845], [-1.546, -1.200, -0.299], [1.378, 0.365, -0.061], [0.353, -0.241, 0.989], [0.358, 0.012, -1.988], [0.353, 0.165, -0.761], [0.555, 1.276, -0.638], [1.401, -0.225, 0.782], [-1.178, 1.053, -0.438], [-0.848, -0.469, -0.377], [0.151, -2.610, 0.276], [-0.080, 1.474, -1.249], [-0.028, 0.539, 0.596], [-0.291, 0.634, 2.675], [0.637, -1.170, -1.310], [2.103, 1.120, 0.084], [-1.347, -0.343, 0.398], [0.703, 0.351, 0.600], [-1.089, 1.644, -1.054], [-0.944, -0.607, -1.001], [-2.212, 0.064, -0.969], [-2.772, -0.581, 2.900], [0.446, -0.439, -0.381], [0.827, -0.438, -0.087], [-0.101, -0.182, 0.621], [0.355, 0.085, -0.136], [0.157, 0.001, 0.089], [-0.220, -0.886, -0.699], [0.000, 0.187, -0.366], [0.718, 0.305, -0.290], [0.419, 0.054, -0.037], [-0.043, 0.144, -0.143], [-0.047, -0.119, 0.634], [0.753, -0.020, 0.209], [0.412, -0.436, 0.040], [-0.004, 0.189, 0.077], [-0.033, -0.200, -0.354], [-0.306, -0.077, 0.066], [0.423, -0.617, -0.337], [-0.305, -0.138, 0.307], [-0.338, -0.166, -0.178], [0.260, -0.412, -0.036], [-0.135, 0.444, 0.249], [-0.035, -0.160, -0.169], [-0.120, -0.345, -0.151], [-0.039, 0.583, 0.248], [0.294, 0.695, -0.309], [-0.629, -0.466, 0.243], [-0.081, 0.727, -0.152], [0.257, 0.071, -0.286], [-0.214, -0.216, 0.333], [0.112, 0.366, -0.470], [0.743, -0.045, 0.277], [0.491, -0.287, -0.233], [-0.922, 0.532, -0.413], [0.009, -0.311, 0.410], [-0.160, 0.278, -0.809], [-0.230, 0.431, 0.403], [-0.891, 0.143, -0.023], [0.039, -0.458, 0.279], [-0.122, 0.717, -0.018], [-0.838, -0.292, -0.562], [0.431, -0.533, 0.152], [-0.304, -0.090, -0.007], [-0.314, -0.130, 0.625], [-1.052, 0.052, -0.270], [0.034, 0.007, -0.048], [-0.025, 0.025, -0.113], [0.547, 0.222, -0.205], [0.410, 0.098, 0.097], [-0.093, -0.329, 0.274], [0.511, -0.298, 0.125], [-0.484, -0.660, 0.386], [-0.013, -0.384, 0.015], [0.351, 0.143, 0.071], [0.574, 0.474, -0.193], [-0.452, -0.211, 0.019], [-0.104, -0.183, 0.557], [0.183, 0.448, -0.165]], "lowdin_charge": [0.56, 0.43, -0.22, -0.43, -0.21, -0.35, -0.02, -0.29, -0.23, -0.04, -0.26, -0.09, -0.07, -0.26, -0.08, -0.10, -0.03, -0.46, -0.04, -0.20, -0.07, -0.03, -0.16, -0.50, -0.01, -0.47, -0.18, -0.14, -0.03, -0.14, -0.02, -0.03, -0.12, -0.51, -0.03, -0.16, -0.04, -0.50, -0.11, 0.00, -0.13, -0.50, -0.03, 1.06, 0.10, 0.07, 0.09, 0.12, 0.08, 0.08, 0.07, 0.13, 0.06, 0.08, 0.09, 0.07, 0.11, 0.12, 0.08, 0.05, 0.03, 0.08, 0.13, 0.11, 0.07, 0.09, 0.09, 0.12, 0.13, 0.12, 0.06, 0.10, 0.10, 0.12, 0.08, 0.06, 0.09, 0.10, 0.13, 0.09, 0.01, 0.08, 0.09, 0.08, 0.12, 0.08, 0.13, 0.12, 0.11, 0.10, 0.07, 0.07, 0.11, 0.09, 0.07, 0.11, 0.12, 0.07, 0.10, 0.09, 0.09], "multiplicity": 1, "lumo_energy_ev": -3.443, "homo_lumo_gap_ev": 4.45}

---

Values for max |F|, eV/A, ordered as above
4.81, 6.32
Values for DFT total energy, a.u., ordered as above
-3384.2034, -2919.0366